Record 1
The following is a DFT calculation (ωB97M-V/def2-TZVPD) of a molecular structure, C4H6AuFO4 in a non-equilibrium geometry.

XYZ file:
```
16
Properties=species:S:1:pos:R:3:mulliken_charge:R:1
C 1.490 1.392 4.122 -0.59
O 2.139 1.209 2.848 -0.36
H 0.405 1.335 3.994 0.34
H 1.843 0.626 4.818 0.28
H 1.791 2.388 4.455 0.31
C 1.354 1.030 1.702 0.95
O 4.359 2.781 0.839 -0.41
C 3.352 3.275 0.339 0.21
C 2.214 2.398 -0.106 -0.22
O 2.277 1.251 0.746 -0.38
O 0.179 1.065 1.592 -0.30
F 5.214 0.506 2.919 -0.28
H 3.283 4.351 0.115 0.44
H 1.259 2.927 0.020 0.40
H 2.313 2.112 -1.161 0.39
Au 4.005 1.093 1.936 1.23
```

As for the spin multiplicity: 3. As for the total charge: +2. As for the energy above the lowest of the compared OMol25 structures with the same formula, charge and spin: 7.36 kcal per mole. The value obtained for the lowest unoccupied orbital energy (alpha / beta) is -10.202 / -13.805 eV. The value obtained for the HOMO-LUMO gap (alpha / beta) is 0.3893 / 0.2723 Ha.

***

Record 2
The following is a DFT calculation (ωB97M-V/def2-TZVPD) of a gas-phase ion, C4H6BCl2N2O2 (charge +1) in a non-equilibrium geometry.

XYZ file:
```
17
Properties=species:S:1:pos:R:3:mulliken_charge:R:1
B -0.836 1.593 -0.666 0.53
C 1.266 -0.768 1.817 -0.06
C 0.510 -2.155 0.053 0.55
C -0.446 -1.096 -0.595 -0.93
C 0.148 0.224 -0.738 0.57
N 1.160 -1.962 1.157 -0.45
N 0.936 0.345 1.327 -0.35
O -0.639 2.393 -1.739 -0.52
O -1.870 1.512 0.144 -0.50
Cl 0.877 -3.595 -0.682 -0.07
Cl 1.541 0.270 -1.625 0.01
H 1.516 -0.862 2.837 0.46
H -0.675 -1.595 -1.506 0.46
H -1.325 -1.214 0.015 0.36
H 1.297 1.265 1.785 0.24
H -1.007 3.318 -1.852 0.34
H -2.454 2.328 0.269 0.34
```

As for the spin multiplicity: 1. As for the total charge: +1. As for the energy above the lowest of the compared OMol25 structures with the same formula, charge and spin: 16.83 kcal per mole. The value obtained for the lowest unoccupied orbital energy is -5.256 eV. The value obtained for the HOMO-LUMO gap is 0.3363 Ha.

***

Record 3
The following is a DFT calculation (ωB97M-V/def2-TZVPD) of a molecular structure, C4H6BaO2 in a non-equilibrium geometry.

XYZ file:
```
13
Properties=species:S:1:pos:R:3:mulliken_charge:R:1
O -2.496 1.078 0.110 -0.51
C -1.234 0.660 -0.355 -0.34
C -0.790 -0.497 0.540 -0.44
C 0.534 -1.013 0.191 -0.08
C 1.569 -1.487 -0.270 -0.51
H -2.790 1.838 -0.399 0.31
H -0.500 1.481 -0.299 0.29
H -1.285 0.317 -1.401 0.31
H -1.499 -1.333 0.443 0.25
H -0.789 -0.173 1.592 0.27
H 2.353 -2.218 -0.431 0.42
O 3.764 0.915 -0.875 -1.15
Ba 3.163 0.430 1.155 1.19
```

As for the spin multiplicity: 1. As for the energy above the lowest of the compared OMol25 structures with the same formula, charge and spin: 9.52 kcal per mole. The value obtained for the lowest unoccupied orbital energy is -0.560 eV. The value obtained for the HOMO-LUMO gap is 0.2066 Ha.

***

Record 4
The following is a DFT calculation (ωB97M-V/def2-TZVPD) of a molecular structure, C4H6BaO7 in a non-equilibrium geometry.

XYZ file:
```
18
Properties=species:S:1:pos:R:3:mulliken_charge:R:1
O 3.516 -0.631 0.027 -0.93
C 2.367 -0.138 0.228 1.08
O 1.545 -0.799 0.949 -0.90
O 2.059 1.009 -0.304 -0.32
O -1.559 0.859 -0.643 -0.54
C -0.262 0.887 -1.132 -0.42
C 0.718 1.524 -0.139 -0.39
Ba 3.490 -2.840 1.272 1.74
H -0.215 1.449 -2.083 0.29
H 0.074 -0.141 -1.370 0.27
H 0.390 1.358 0.893 0.35
H 0.813 2.602 -0.306 0.23
C -2.032 -0.662 0.174 0.78
O -1.765 -1.675 -0.530 -0.82
O -1.409 -0.607 1.421 -0.53
H -0.472 -0.837 1.294 0.34
O -3.378 -0.456 0.471 -0.54
H -3.879 -0.900 -0.220 0.32
```

As for the spin multiplicity: 1. As for the energy above the lowest of the compared OMol25 structures with the same formula, charge and spin: 0.00 kcal per mole. The value obtained for the lowest unoccupied orbital energy is -2.970 eV. The value obtained for the HOMO-LUMO gap is 0.1277 Ha.

***

Record 5
The following is a DFT calculation (ωB97M-V/def2-TZVPD) of a molecular structure, C4H6BeCl4F3O2 in a non-equilibrium geometry.

XYZ file:
```
20
Properties=species:S:1:pos:R:3:mulliken_charge:R:1
Be 7.218 8.156 7.419 0.60
C 13.112 7.201 9.026 0.16
O 13.334 8.185 8.042 -0.31
O 11.963 6.549 8.626 -0.74
C 14.394 6.322 9.341 0.71
F 14.828 5.910 8.192 -0.27
F 15.352 6.875 10.041 -0.28
F 14.085 5.198 10.045 -0.31
C 14.188 9.259 8.215 -0.29
C 13.408 10.399 8.883 -1.02
H 14.112 11.181 9.167 0.34
H 12.704 10.865 8.193 0.29
H 12.835 10.195 9.788 0.30
H 14.563 9.470 7.213 0.30
H 15.115 8.960 8.704 0.22
H 13.054 7.795 9.939 0.19
Cl 3.055 7.640 4.561 -0.74
Cl 7.047 12.656 9.869 -0.72
Cl 4.799 5.950 11.070 -0.73
Cl 9.242 10.429 3.293 -0.71
```

As for the spin multiplicity: 1. As for the total charge: -3. As for the energy above the lowest of the compared OMol25 structures with the same formula, charge and spin: 126.81 kcal per mole. The value obtained for the lowest unoccupied orbital energy is 0.815 eV. The value obtained for the HOMO-LUMO gap is 0.0765 Ha.

***

Record 6
The following is a DFT calculation (ωB97M-V/def2-TZVPD) of a molecular structure, C4H6BeClF3O2 in a non-equilibrium geometry.

XYZ file:
```
17
Properties=species:S:1:pos:R:3:mulliken_charge:R:1
Be 2.340 13.203 14.529 0.94
C -1.164 12.646 15.474 0.08
O -1.980 11.714 14.707 -0.29
O -0.276 13.305 14.623 -0.62
C -2.035 13.274 16.651 0.80
F -1.341 14.170 17.399 -0.28
F -3.131 13.895 16.261 -0.26
F -2.481 12.435 17.520 -0.25
C -1.398 10.519 14.085 -0.21
C -2.584 9.769 13.390 -1.19
H -2.269 9.043 12.640 0.38
H -3.260 9.359 14.140 0.29
H -3.221 10.387 12.757 0.33
H -1.004 9.876 14.872 0.34
H -0.582 10.649 13.374 0.25
H -0.467 11.981 15.983 0.15
Cl 5.263 13.325 14.668 -0.47
```

As for the spin multiplicity: 1. As for the energy above the lowest of the compared OMol25 structures with the same formula, charge and spin: 0.00 kcal per mole. The value obtained for the lowest unoccupied orbital energy is -4.314 eV. The value obtained for the HOMO-LUMO gap is 0.2121 Ha.

***

Record 7
The following is a DFT calculation (ωB97M-V/def2-TZVPD) of a molecular structure, C4H6BiO in a non-equilibrium geometry.

XYZ file:
```
12
Properties=species:S:1:pos:R:3:mulliken_charge:R:1
O 0.449 -1.354 -1.324 -0.44
C -2.226 0.066 1.002 -0.41
C -1.581 0.529 2.094 -0.44
H -3.280 0.387 0.955 0.31
H -0.576 0.179 2.362 0.22
H -2.038 1.231 2.806 0.24
Bi -1.265 -0.933 -0.605 1.21
C 1.683 -0.853 -1.307 0.26
C 2.023 0.437 -1.499 -0.66
H 2.481 -1.612 -1.273 0.32
H 1.264 1.224 -1.529 0.14
H 3.065 0.700 -1.682 0.24
```

As for the spin multiplicity: 1. As for the total charge: +1. As for the energy above the lowest of the compared OMol25 structures with the same formula, charge and spin: 15.45 kcal per mole. The value obtained for the lowest unoccupied orbital energy is -6.902 eV. The value obtained for the HOMO-LUMO gap is 0.2408 Ha.

***

Record 8
The following is a DFT calculation (ωB97M-V/def2-TZVPD) of a molecular structure, C4H6BiO2 in a non-equilibrium geometry.

XYZ file:
```
13
Properties=species:S:1:pos:R:3:mulliken_charge:R:1
C 0.469 -0.111 -1.204 0.21
O 0.369 0.728 -2.264 -0.45
H 0.508 -1.152 -1.529 0.39
H 0.119 1.619 -1.993 0.34
C -1.772 -1.239 1.144 -0.79
C -0.429 -0.811 1.136 -0.26
C 0.028 0.215 0.148 0.02
O 1.441 0.200 -0.190 -0.43
Bi 2.895 1.995 0.109 0.71
H -2.480 -0.397 1.076 0.25
H 0.044 -1.812 0.970 0.25
H -0.832 -0.463 2.282 0.33
H -0.359 1.228 0.315 0.43
```

As for the spin multiplicity: 1. As for the total charge: +1. As for the energy above the lowest of the compared OMol25 structures with the same formula, charge and spin: 97.26 kcal per mole. The value obtained for the lowest unoccupied orbital energy (alpha / beta) is -6.457 / -6.484 eV. The value obtained for the HOMO-LUMO gap (alpha / beta) is 0.2070 / 0.2059 Ha.

***

Record 9
The following is a DFT calculation (ωB97M-V/def2-TZVPD) of 3 unconnected molecules or ions with the total composition C4H6Br2Cl6 in a non-equilibrium geometry.

XYZ file:
```
18
Properties=species:S:1:pos:R:3:mulliken_charge:R:1
Cl -1.766 -0.483 3.401 -0.14
C -0.213 -1.173 3.956 0.34
Cl -0.437 -2.639 4.852 -0.11
Cl 0.656 0.094 4.863 -0.13
H 0.428 -1.339 3.090 -0.01
Cl 2.317 0.307 -2.544 -0.09
C 1.307 -0.857 -3.381 0.17
Cl 2.186 -1.698 -4.644 -0.13
Cl -0.246 -0.230 -4.090 -0.15
H 1.029 -1.601 -2.634 0.19
Br -1.537 3.311 -0.760 -0.16
C -0.477 1.664 -0.917 -0.44
C -0.841 0.701 0.215 -0.47
Br 0.458 -0.778 0.241 -0.15
H 0.572 1.955 -0.875 0.37
H -0.734 1.232 -1.884 0.10
H -1.799 0.235 -0.013 0.38
H -0.902 1.299 1.124 0.44
```

As for the spin multiplicity: 1. As for the SMILES: ClC(Cl)Cl.ClC(Cl)Cl.BrCCBr. As for the energy above the lowest of the compared OMol25 structures with the same formula, charge and spin: 4.48 kcal per mole. The value obtained for the lowest unoccupied orbital energy is 0.245 eV. The value obtained for the HOMO-LUMO gap is 0.3952 Ha.

***

Record 10
The following is a DFT calculation (ωB97M-V/def2-TZVPD) of C4H6Br2SSe in the gas phase in a non-equilibrium geometry.

XYZ file:
```
14
Properties=species:S:1:pos:R:3:mulliken_charge:R:1
Br -2.902 -1.984 -0.659 -0.04
C -1.108 -1.358 -0.806 -0.25
C -0.006 -1.511 0.246 -0.88
Se -0.192 -0.316 1.924 0.10
C -0.023 1.358 0.951 -1.02
C -1.119 1.531 -0.282 -0.24
Br -2.820 1.423 0.576 -0.05
S -0.947 0.282 -1.664 -0.03
H -0.687 -2.023 -1.545 0.37
H -0.043 -2.599 0.596 0.41
H 0.898 -1.132 -0.220 0.41
H 1.016 1.452 0.529 0.34
H -0.293 2.136 1.578 0.50
H -1.185 2.563 -0.737 0.38
```

As for the spin multiplicity: 1. As for the SMILES: Br[C@@H]1C[Se]C[C@H](Br)S1. As for the energy above the lowest of the compared OMol25 structures with the same formula, charge and spin: 0.00 kcal per mole. The value obtained for the lowest unoccupied orbital energy is 0.538 eV. The value obtained for the HOMO-LUMO gap is 0.3382 Ha.

***

Record 11
The following is a DFT calculation (ωB97M-V/def2-TZVPD) of 2 unconnected molecules or ions with the total composition C4H6BrN in a non-equilibrium geometry.

XYZ file:
```
12
Properties=species:S:1:pos:R:3:mulliken_charge:R:1
C 2.106 -3.116 -1.782 0.09
C 0.900 -3.185 -1.893 -0.41
Br -0.925 -3.533 -2.227 -0.02
H 2.952 -2.492 -1.801 0.33
C -1.032 0.222 -0.472 -0.13
N -1.185 1.381 -0.019 -0.38
C -0.320 1.678 1.152 -0.61
H -0.350 -0.503 0.078 0.13
H -1.508 0.134 -1.391 0.30
H 0.020 0.652 1.635 0.23
H 0.647 2.278 1.015 0.21
H -0.939 2.116 1.851 0.26
```

As for the spin multiplicity: 1. As for the SMILES: C#CBr.C=NC. As for the energy above the lowest of the compared OMol25 structures with the same formula, charge and spin: 80.29 kcal per mole. The value obtained for the lowest unoccupied orbital energy is 0.360 eV. The value obtained for the HOMO-LUMO gap is 0.3748 Ha.

***

Record 12
The following is a DFT calculation (ωB97M-V/def2-TZVPD) of 2 unconnected molecules or ions with the total composition C4H6BrN in a non-equilibrium geometry.

XYZ file:
```
12
Properties=species:S:1:pos:R:3:mulliken_charge:R:1
C 0.060 0.882 1.057 -0.75
C 0.779 0.287 0.151 0.71
C 0.642 -1.189 -0.214 -1.04
C 1.870 1.027 -0.523 0.07
N 2.594 1.743 -1.016 -0.39
H -0.803 0.220 1.339 0.13
H 0.021 1.923 1.309 0.35
H 1.648 -1.633 -0.253 0.33
H 0.198 -1.333 -1.249 0.26
H -0.074 -1.654 0.517 0.33
Br -3.503 -0.472 0.017 -0.20
H -3.432 0.201 -1.134 0.20
```

As for the spin multiplicity: 1. As for the SMILES: C=C(C)C#N.Br. As for the energy above the lowest of the compared OMol25 structures with the same formula, charge and spin: 10.57 kcal per mole. The value obtained for the lowest unoccupied orbital energy is 0.596 eV. The value obtained for the HOMO-LUMO gap is 0.4038 Ha.